[1]
Formula: C27H30NOTc
Source: the OMol25 dataset
Level of theory: wB97M-V/def2-TZVPD

Last column: Mulliken charge in e.
Cartesian coordinates (Å):
1 Tc 1.17413 -0.52435 0.15559  -0.0762
2 C 0.26218 -2.22545 1.86009  -0.2805
3 C -0.83843 -2.47966 1.00315  -1.2735
4 C -0.36472 -2.73210 -0.30072  -0.1700
5 H -1.87762 -2.55130 1.31242  0.4430
6 C 1.07685 -2.62000 -0.29525  -0.5421
7 C 1.48023 -2.36264 1.08875  -0.9360
8 H 2.47157 -2.52493 1.49599  0.5848
9 H 0.22112 -2.09337 2.93819  0.4860
10 H -0.95711 -3.10768 -1.12827  0.6408
11 H 1.72652 -2.98373 -1.08580  0.6460
12 C 2.39668 1.30736 0.07248  -1.1463
13 C 3.13067 0.20048 0.62709  0.0516
14 C 3.22257 -0.80998 -0.39096  -1.6650
15 H 3.59908 0.16924 1.60108  0.5660
16 C 2.50415 -0.35491 -1.54436  -0.0501
17 C 2.00335 0.96217 -1.26106  -0.3477
18 H 1.45353 1.59030 -1.95117  0.4605
19 H 2.21476 2.25583 0.56265  0.4542
20 H 3.77005 -1.73770 -0.30987  0.5582
21 H 2.42040 -0.86933 -2.48954  0.6931
22 O -0.62696 -0.44024 -2.06900  0.1791
23 C -0.45425 -1.00481 -3.69033  1.5593
24 C -1.98391 -1.03474 -3.74986  -0.8880
25 C 0.24407 -2.33228 -3.69720  -1.3450
26 C 0.22375 0.09022 -4.47843  -1.6027
27 C -2.03552 -0.54233 -2.30388  -0.5149
28 H -2.39570 -2.03676 -3.88369  0.3281
29 H -2.40005 -0.32301 -4.46447  0.3723
30 H -2.50991 0.43856 -2.18229  0.1830
31 H -2.48224 -1.25997 -1.60224  0.2244
32 H 0.32158 -2.69605 -4.72953  0.4923
33 H -0.30739 -3.06257 -3.10080  0.3405
34 H 1.25633 -2.23393 -3.28965  -0.0386
35 H 0.07090 -0.08507 -5.55040  0.4310
36 H 1.29786 0.08636 -4.26950  0.2929
37 H -0.18998 1.06834 -4.21343  0.3488
38 C 1.26462 2.08327 5.26436  -0.5173
39 C 1.86214 0.94223 4.71626  -1.0226
40 C 1.45112 0.45358 3.48178  -0.1402
41 C 0.41454 1.09946 2.75014  0.1222
42 C -0.18960 2.23806 3.33673  -0.4814
43 C 0.23534 2.72832 4.56888  -0.6247
44 N 0.01843 0.66014 1.49027  1.1383
45 C -1.23326 1.07883 1.00229  -0.3982
46 C -2.41639 0.66295 1.64983  0.0876
47 C -3.61150 1.32883 1.40951  -0.7908
48 C -3.64578 2.39654 0.50375  -0.4968
49 C -2.50365 2.72977 -0.23233  -0.6154
50 C -1.31603 2.03479 -0.03682  0.0628
51 H 1.59880 2.46653 6.22981  0.3219
52 H 2.65890 0.41940 5.24698  0.3701
53 H 1.91347 -0.44658 3.06937  0.3251
54 H -0.99568 2.73966 2.79648  0.2695
55 H -0.24339 3.61781 4.97901  0.3606
56 H -2.34720 -0.15394 2.37085  0.4238
57 H -4.51408 1.02232 1.94053  0.3708
58 H -4.56955 2.95961 0.35885  0.3366
59 H -2.53084 3.53674 -0.96655  0.3250
60 H -0.41894 2.26169 -0.61575  0.1136

Properties
Net charge: -1
ΔE to the lowest compared entry with this formula, charge and spin (eV): 0.000
Max |F| (eV/A): 3.94
Gap between HOMO and LUMO (alpha / beta) (eV): 3.732 / 5.482
2S+1: 4
LUMO energy (alpha / beta) (hartree): 0.10116 / 0.09996
HOMO level (alpha / beta) (eV): -0.98 / -2.76

***

[2]
Formula: C39H49N6O2P2SiSn
Source: the OMol25 dataset
Level of theory: wB97M-V/def2-TZVPD

Last column: Mulliken charge in e.
Cartesian coordinates (Å):
1 Sn -0.35860 -0.62206 -0.34580  0.3832
2 O -3.90629 -1.45849 -2.28786  -0.6434
3 C -3.04353 -1.37135 -1.43787  -0.0015
4 N -2.43127 -0.24749 -0.95215  1.2155
5 C -2.96990 0.99726 -1.37885  -0.3739
6 C -4.35552 1.20471 -1.31622  -0.2399
7 C -4.94943 2.36885 -1.75611  -1.0275
8 C -4.16562 3.38324 -2.29480  -0.8608
9 C -2.79759 3.21121 -2.31277  -0.0662
10 C -2.18852 2.05439 -1.82285  -0.5330
11 N -0.73743 2.06724 -1.83296  0.8088
12 C -0.16889 1.32224 -2.84432  0.6220
13 O -0.76674 0.44851 -3.43597  -0.6212
14 C 1.24180 1.65139 -3.27200  -0.3025
15 C 1.45195 2.22417 -4.52017  -0.7614
16 C 2.75218 2.44479 -4.92998  -0.6200
17 C 3.78812 2.09996 -4.07526  -0.7181
18 C 3.47461 1.53552 -2.85147  -0.2292
19 N 2.22361 1.29549 -2.44880  0.2116
20 C -2.58349 -2.65991 -0.79515  0.4275
21 C -3.36612 -3.79567 -0.91086  -0.8968
22 C -2.97607 -4.94132 -0.24239  -0.5625
23 C -1.80695 -4.92404 0.50931  -1.2408
24 C -1.06609 -3.76291 0.55232  -0.1707
25 N -1.45187 -2.65138 -0.08880  0.4843
26 H -4.98095 0.42308 -0.91134  0.4932
27 H -6.02383 2.47807 -1.68976  0.4255
28 H -4.61006 4.28950 -2.68329  0.4568
29 H -2.15903 3.99317 -2.70760  0.3984
30 H 0.60780 2.48450 -5.14531  0.5311
31 H 2.95565 2.87857 -5.90013  0.4538
32 H 4.82060 2.25406 -4.35698  0.4444
33 H 4.25823 1.26147 -2.15629  0.4092
34 H -4.25838 -3.74302 -1.51695  0.6021
35 H -3.57425 -5.84095 -0.30186  0.4521
36 H -1.46890 -5.79612 1.05123  0.5675
37 H -0.14258 -3.70736 1.10801  0.4608
38 C 0.10853 0.72802 3.50534  -1.3029
39 P -0.79933 -0.48750 2.47991  1.6508
40 C -0.20285 -2.06363 3.26892  -0.6550
41 N -1.01801 -2.66617 4.09163  0.1637
42 C -0.58412 -3.77237 4.74319  0.1773
43 C -1.44642 -4.44411 5.64102  -0.6395
44 C -0.99008 -5.53901 6.31350  -0.6079
45 C 0.33199 -6.01344 6.11848  -0.5685
46 C 1.17888 -5.38598 5.25320  -0.4237
47 C 0.73035 -4.24516 4.54673  0.1158
48 N 1.56636 -3.60893 3.68979  -0.1567
49 C 1.13017 -2.55581 3.04492  -0.2124
50 P 2.25658 -1.63889 1.89516  1.1273
51 C 3.43561 -0.97920 3.14684  -1.6935
52 C 3.30908 -2.89951 0.99376  1.7819
53 C 4.17269 -2.05470 0.05229  -1.9511
54 C 2.38802 -3.78220 0.14927  -1.6619
55 C 4.20920 -3.78341 1.85518  -1.8285
56 C -2.58788 -0.24020 2.95212  2.0852
57 C -3.42239 -1.39856 2.39499  -1.8573
58 C -2.81211 -0.07452 4.45555  -1.9067
59 C -2.99978 1.05057 2.23306  -2.1665
60 H 0.15299 0.37714 4.53508  0.4151
61 H -0.40379 1.68870 3.46904  0.6009
62 H 1.11562 0.86864 3.11669  0.0994
63 H -2.45003 -4.06372 5.77989  0.4635
64 H -1.63890 -6.05418 7.00957  0.4220
65 H 0.66772 -6.88382 6.66659  0.4146
66 H 2.19145 -5.72988 5.08823  0.5006
67 H 3.73444 -1.77012 3.83474  0.4176
68 H 2.96724 -0.17564 3.71383  0.4093
69 H 4.31579 -0.57401 2.65045  0.4147
70 H 3.55562 -1.44562 -0.61009  0.3752
71 H 4.77999 -2.71879 -0.56718  0.5268
72 H 4.85421 -1.39768 0.59531  0.3613
73 H 1.70701 -3.18991 -0.46920  0.0983
74 H 1.80352 -4.45915 0.77536  0.3623
75 H 2.98797 -4.39750 -0.52537  0.6099
76 H 4.94338 -3.19679 2.40967  0.3510
77 H 4.76125 -4.45847 1.19510  0.5217
78 H 3.63974 -4.38080 2.56371  0.2623
79 H -3.12896 -2.35617 2.82382  0.1484
80 H -3.34081 -1.44782 1.30913  0.2913
81 H -4.47297 -1.22421 2.63901  0.6650
82 H -2.48870 -0.95030 5.01236  0.2089
83 H -3.88209 0.06608 4.62843  0.5681
84 H -2.30039 0.80582 4.84768  0.3746
85 H -2.84194 0.98409 1.15467  0.4012
86 H -2.46076 1.91929 2.61249  0.3487
87 H -4.06487 1.22645 2.40050  0.6181
88 C 0.81706 4.60375 -2.14553  -1.2644
89 Si 0.08952 3.40884 -0.91145  0.7199
90 C 1.43607 2.74342 0.21551  -0.8131
91 C -1.17973 4.23137 0.19259  -1.1601
92 H 0.83826 5.61160 -1.72220  0.4904
93 H 0.23991 4.64385 -3.07118  0.3337
94 H 1.84307 4.33104 -2.40000  0.2995
95 H 1.44215 3.32528 1.14093  0.4588
96 H 2.42309 2.82344 -0.23817  0.3605
97 H 1.28530 1.69119 0.46808  -0.1557
98 H -1.30540 5.27957 -0.08930  0.3351
99 H -0.82426 4.21287 1.22339  0.4131
100 H -2.16649 3.77077 0.16374  0.2831

Properties
Net charge: +1
Max |F| (eV/A): 0.47
Gap between HOMO and LUMO (eV): 7.469
LUMO energy (hartree): -0.11627
HOMO level (eV): -10.63

***

[3]
Formula: C26H42N5O3PbSbSe2
Source: the OMol25 dataset
Level of theory: wB97M-V/def2-TZVPD

Last column: Mulliken charge in e.
Cartesian coordinates (Å):
1 Pb -1.04739 0.84200 1.10474  1.3894
2 O -0.00807 -1.23612 1.58889  -0.1814
3 H 0.96811 -1.32371 1.76218  0.3098
4 H -0.50969 -1.49158 2.38319  0.1909
5 N 3.91827 4.68968 5.75308  -0.4890
6 C 3.18295 4.07031 5.12670  -0.4120
7 C 2.26136 3.29598 4.34259  0.9299
8 C 1.28262 3.92909 3.58398  -0.6062
9 C 0.43040 3.13752 2.84208  -0.6521
10 N 0.50532 1.80640 2.82912  0.6913
11 C 1.44653 1.20718 3.55363  -0.6603
12 C 2.34841 1.91159 4.32959  -0.9049
13 H 1.20136 5.00514 3.55846  0.5187
14 H -0.33543 3.59159 2.22328  0.4156
15 H 1.47218 0.13068 3.52864  0.7595
16 H 3.08313 1.38839 4.92277  0.5601
17 N 4.67860 0.49757 -0.59492  -0.5242
18 C 4.51169 -0.09972 0.72065  -0.2775
19 C 3.13993 -0.73917 0.80152  0.3935
20 O 2.65055 -1.15185 1.83688  -0.8291
21 O 2.50539 -0.81700 -0.34561  -0.2031
22 H 4.45351 1.49195 -0.52673  -0.0413
23 H 3.11507 -0.36836 -0.99361  0.3053
24 H 5.62114 0.40174 -0.94453  0.2297
25 H 4.59180 0.61160 1.54724  0.2714
26 H 5.23708 -0.89652 0.89851  0.4084
27 Se -2.63699 -0.19340 3.33668  -0.3481
28 C -1.40558 0.03096 4.77362  0.1139
29 C -1.35577 1.21481 5.51113  -0.3626
30 C -0.44540 1.33693 6.54548  -0.3965
31 N 0.41260 0.38163 6.90345  -0.6286
32 C 0.34195 -0.75784 6.22192  -0.3771
33 C -0.53800 -0.98255 5.17276  -0.3320
34 H -2.02031 2.03514 5.27433  0.4574
35 H -0.39901 2.26003 7.11450  0.4273
36 H 1.02515 -1.54285 6.52738  0.3761
37 H -0.55325 -1.95192 4.68857  0.4823
38 Se 3.43119 3.61631 0.41762  -0.3394
39 C 1.93289 2.66365 0.07418  0.0106
40 N 0.97324 2.03166 -0.12293  -0.3742
41 C -1.27802 -3.58336 -1.14486  -1.5619
42 C -2.13740 -2.66207 -2.01672  1.5646
43 C -2.35840 -3.31125 -3.37740  -1.6506
44 C -3.48400 -2.48213 -1.31532  -1.9202
45 Sb -1.14029 -0.71068 -2.01670  0.6076
46 C 0.43268 -0.87214 -3.53370  1.8850
47 C 1.34291 0.35298 -3.37573  -1.5131
48 C -0.05674 -0.96027 -4.97546  -1.7000
49 C 1.23803 -2.13449 -3.21259  -2.0959
50 C -2.60072 0.65443 -2.91857  1.8426
51 C -3.56012 1.09238 -1.80825  -1.5928
52 C -3.41412 0.09700 -4.08172  -1.6822
53 C -1.82840 1.89434 -3.37655  -1.8967
54 H -1.78158 -4.54959 -1.03594  0.4763
55 H -1.12649 -3.16821 -0.14605  0.2186
56 H -0.29665 -3.77195 -1.57944  0.3199
57 H -2.91260 -4.24711 -3.24079  0.5237
58 H -1.41818 -3.56623 -3.86732  0.2664
59 H -2.93661 -2.68563 -4.05773  0.2354
60 H -3.92568 -3.46620 -1.12616  0.5347
61 H -4.19531 -1.91771 -1.91899  0.2854
62 H -3.38355 -1.98589 -0.34588  0.3083
63 H 0.92807 1.22786 -3.87607  0.3106
64 H 2.31484 0.14749 -3.83552  0.5144
65 H 1.50920 0.63413 -2.33461  -0.0062
66 H -0.55118 -0.04586 -5.30261  0.2604
67 H -0.73998 -1.79412 -5.13650  0.2460
68 H 0.80590 -1.11146 -5.63422  0.5214
69 H 1.53115 -2.19305 -2.16280  0.3372
70 H 2.15516 -2.13241 -3.81123  0.6081
71 H 0.68826 -3.04182 -3.46452  0.3444
72 H -4.08291 0.26164 -1.33375  0.2734
73 H -4.31810 1.76251 -2.22829  0.5038
74 H -3.04081 1.66005 -1.03032  0.1333
75 H -4.08700 -0.70132 -3.76623  0.2809
76 H -2.79120 -0.28563 -4.88985  0.2447
77 H -4.03778 0.89709 -4.49716  0.5294
78 H -1.14311 2.26597 -2.60940  0.2882
79 H -2.53688 2.69792 -3.60496  0.5481
80 H -1.24993 1.70792 -4.28111  0.3050

Properties
Net charge: 0
ΔE to the lowest compared entry with this formula, charge and spin (eV): 0.473
Max |F| (eV/A): 0.33
Gap between HOMO and LUMO (eV): 7.079
LUMO energy (hartree): -0.02132
HOMO level (eV): -7.66